No. 1
Density functional theory data (wB97M-V/def2-TZVPD) for a cluster of 2 separate species, C2H7OS in total.

Values from the calculation:
M   79.14 g mol⁻¹
Energy above the lowest of the compared OMol25 structures with the same formula, charge and spin   225.9 kJ/mol
E_tot   -553.777923 Ha
LUMO level   3.744 eV
Frontier orbital gap   6.195 eV
Highest occupied orbital energy   -0.090 Ha

```
! wB97M-V def2-TZVPD RIJCOSX def2/J DEFGRID3
* xyz -1 1
C -0.8951 -1.3459 0.3947
S -1.8234 0.2475 0.1141
H 0.1014 -1.2015 0.8270
H -0.8346 -1.8929 -0.5842
H -1.3751 -2.0322 1.1713
H -0.8115 0.9696 0.7484
C 1.1035 0.9901 -0.5156
O 1.3091 0.5236 0.7091
H 0.4352 1.9635 -0.6216
H 0.7462 0.3626 -1.3259
H 2.0443 1.4155 -0.9173
*
```

Mulliken atomic charge list, values in e, 2 entries: atom 1 (C): -0.676, atom 2 (S): -0.320

No. 2
Density functional theory data (wB97M-V/def2-TZVPD) for the molecule C16H11FN6O2S2.

Values from the calculation:
SMILES string   O=C(CSc1nc2c(cnn2-c2ccc(F)cc2)c(=O)[nH]1)Nc1nccs1
M   402.44 g mol⁻¹
E_tot   -1991.630502 Ha
LUMO level   0.079 eV
Frontier orbital gap   8.771 eV
Highest occupied orbital energy   -0.319 Ha

```
! wB97M-V def2-TZVPD RIJCOSX def2/J DEFGRID3
* xyz 0 1
O 0.3611 3.2566 -1.2130
C -0.3081 2.8072 -0.3167
C -1.7668 3.1555 -0.1415
S -2.9058 2.2682 -1.2661
C -2.3853 0.5954 -1.1266
N -1.1261 0.3281 -1.0247
C -0.8456 -0.9874 -0.8549
C -1.7970 -2.0164 -0.7697
C -1.0321 -3.1697 -0.5000
N 0.2408 -2.8710 -0.4318
N 0.3668 -1.5502 -0.6565
C 1.6293 -0.9469 -0.6546
C 1.8432 0.2527 -1.3246
C 3.0944 0.8420 -1.2924
C 4.1158 0.2095 -0.6060
F 5.3343 0.7835 -0.5714
C 3.9236 -0.9985 0.0434
C 2.6711 -1.5779 0.0183
C -3.1920 -1.7212 -0.9461
O -4.1472 -2.4565 -0.9350
N -3.3757 -0.3288 -1.1383
N 0.2946 2.0470 0.6614
C -0.1678 1.0946 1.5313
N 0.6311 0.1889 1.9819
C 0.0056 -0.6785 2.8117
C -1.3116 -0.4439 3.0188
S -1.8151 0.9495 2.1360
H -2.1201 3.0066 0.8766
H -1.8979 4.1996 -0.4310
H -1.3711 -4.1757 -0.3600
H 1.0404 0.7251 -1.8663
H 3.2762 1.7768 -1.7983
H 4.7465 -1.4658 0.5599
H 2.4806 -2.5175 0.5100
H -4.3348 -0.0194 -1.2494
H 1.2856 1.9046 0.4699
H 0.5743 -1.4840 3.2372
H -2.0152 -0.9824 3.6187
*
```

Mulliken atomic charge list, values in e, 2 entries: atom 1 (O): -0.602, atom 2 (C): 0.477

No. 3
Density functional theory data (wB97M-V/def2-TZVPD) for a structure of composition C2FOSc.

Values from the calculation:
M   103.98 g mol⁻¹
E_tot   -1011.030250 Ha
LUMO level (spin up / spin down)   -13.793 / -13.719 eV
Frontier orbital gap (spin up / spin down)   6.341 / 6.510 eV
Highest occupied orbital energy (spin up / spin down)   -0.740 / -0.743 Ha

```
! wB97M-V def2-TZVPD RIJCOSX def2/J DEFGRID3
* xyz 2 1
C -0.6038 -1.0012 -0.5211
C -0.3020 0.4121 -0.3125
O 0.1396 -0.8229 0.6210
F -1.2610 1.1394 0.2561
Sc 2.0271 0.2726 -0.0436
*
```

Mulliken atomic charge list, values in e, 2 entries: atom 1 (C): 0.348, atom 2 (C): 0.117

No. 4
Density functional theory data (wB97M-V/def2-TZVPD) for a cluster of 2 separate species, C7H14 in total.

Values from the calculation:
SMILES string   C/C=C\C.C=CC
M   98.19 g mol⁻¹
Energy above the lowest of the compared OMol25 structures with the same formula, charge and spin   147.7 kJ/mol
E_tot   -275.060008 Ha
LUMO level   1.127 eV
Frontier orbital gap   10.230 eV
Highest occupied orbital energy   -0.335 Ha

```
! wB97M-V def2-TZVPD RIJCOSX def2/J DEFGRID3
* xyz 0 1
C 0.9984 2.3464 0.3170
C 0.4060 1.7238 -0.9148
C 0.6733 0.5203 -1.4253
C 1.6226 -0.5149 -0.8951
H 1.6209 1.6491 0.8851
H 1.6217 3.2100 0.0529
H 0.2106 2.7164 0.9841
H -0.3199 2.3425 -1.4442
H 0.1425 0.2317 -2.3333
H 1.1155 -1.4841 -0.8147
H 2.0231 -0.2597 0.0903
H 2.4718 -0.6477 -1.5773
C -2.1708 -1.0142 -0.3282
C -1.6613 -1.7787 0.6338
C -0.6946 -1.3017 1.6795
H -2.8788 -1.4046 -1.0546
H -1.8858 0.0309 -0.4264
H -1.9653 -2.8244 0.6966
H -0.3295 -0.2950 1.4472
H -1.1698 -1.2738 2.6682
H 0.1695 -1.9725 1.7590
*
```

Mulliken atomic charge list, values in e, 2 entries: atom 1 (C): -1.150, atom 2 (C): -0.083